1.
Molecular formula: C34H60BGeN2P2Zr
Method: DFT, ωB97M-V with the def2-TZVPD basis set

Its HOMO energy is -10.066 eV. For the LUMO energy, the calculation gives -2.8 eV.

The geometry in ORCA input format:
```
! RIJCOSX wB97M-V def2-TZVPD def2/J DEFGRID3
* xyz 1 1
Zr 0.133 0.255 -0.332
Ge 0.566 0.621 -4.110
P -2.300 1.644 0.112
P 0.860 -2.607 0.016
N -1.786 -2.596 0.408
N -3.137 -0.849 -0.059
C -1.860 0.760 2.715
C -2.316 3.183 2.509
C 2.143 -2.639 -2.437
C 2.533 0.553 -4.292
C -0.651 -3.437 0.693
C -5.829 -3.419 0.177
C 2.735 0.541 0.657
C 2.837 0.977 -0.668
C -4.171 1.525 2.317
C -2.703 1.803 1.967
C -0.208 -0.800 -5.245
C 2.155 -3.235 1.242
C 1.170 2.314 1.136
C 1.490 -4.916 -1.616
C -3.581 0.447 -0.500
C -0.248 -3.327 -2.388
C -1.896 4.387 -0.615
C 1.099 -3.439 -1.652
C 2.124 2.105 -1.077
C 1.905 1.201 1.560
C -4.274 3.639 -0.511
C -5.311 -2.146 -0.039
C -3.941 -1.975 0.078
C -0.008 2.387 -4.772
C -3.099 -3.062 0.391
C 1.296 2.772 -0.177
C -5.000 -4.489 0.500
C 2.003 -2.369 2.499
C 1.946 -4.701 1.675
C -2.773 2.846 -2.329
C -3.623 -4.326 0.613
C -0.052 0.326 -2.279
C 3.580 -3.129 0.685
C -2.836 3.199 -0.833
B -1.752 -1.184 0.126
H 3.468 0.448 -1.369
H -1.850 2.317 -2.575
H 0.396 2.567 -5.771
H 2.263 -3.082 -3.431
H -0.589 -2.296 -2.413
H 0.997 -2.436 2.919
H -2.373 3.157 3.601
H 2.909 -0.464 -4.168
H -0.789 0.884 2.522
H 1.805 -1.611 -2.557
H -0.768 -4.418 0.227
H 2.670 -4.930 2.461
H 0.954 -4.897 2.090
H -4.378 4.038 0.495
H -2.332 5.262 -1.105
H -0.934 4.212 -1.102
H -0.526 -3.610 1.764
H 2.187 2.451 -2.097
H -3.622 2.244 -2.653
H 4.289 -3.356 1.486
H -4.442 0.489 2.105
H 2.509 -5.064 -1.254
H 0.743 3.639 -0.498
H -4.564 0.693 -0.105
H 3.075 1.206 -3.606
H -4.308 1.682 3.390
H 2.703 -2.712 3.265
H 2.213 -1.314 2.300
H -2.988 3.968 2.167
H -2.799 3.774 -2.908
H 1.815 0.850 2.579
H -6.896 -3.580 0.092
H 0.512 2.819 1.826
H -2.986 -5.165 0.869
H 3.834 -2.144 0.284
H 1.448 -5.310 -2.634
H -4.863 2.183 1.799
H -2.138 -0.257 2.446
H -5.963 -1.319 -0.297
H 2.791 0.873 -5.305
H -0.856 -0.381 -6.018
H -1.048 -0.169 -2.309
H -0.806 -1.477 -4.634
H -2.016 0.884 3.791
H -4.556 4.435 -1.206
H -0.113 -3.669 -3.418
H 2.118 -5.398 0.864
H 3.312 -0.307 0.988
H -1.734 4.646 0.430
H -4.995 2.830 -0.644
H 3.125 -2.634 -1.958
H 3.748 -3.854 -0.114
H -3.640 0.503 -1.586
H 0.337 3.193 -4.117
H 0.565 -1.387 -5.744
H -1.299 3.476 2.244
H 0.812 -5.514 -1.007
H -5.435 -5.466 0.666
H -1.026 -3.944 -1.932
H -1.096 2.445 -4.833
*
```

Atomic partial charges in e from the Löwdin method, atoms 1 to 99: Zr 1.08; Ge 0.73; P 1.12; P 1.13; N -0.04; N -0.04; C -0.10; C -0.09; C -0.10; C -0.21; C -0.29; C -0.09; C -0.13; C -0.09; C -0.07; C -0.66; C -0.20; C -0.68; C -0.12; C -0.08; C -0.28; C -0.09; C -0.09; C -0.67; C -0.10; C -0.12; C -0.08; C -0.01; C -0.16; C -0.23; C -0.16; C -0.10; C -0.09; C -0.09; C -0.08; C -0.11; C -0.01; C -0.48; C -0.08; C -0.67; B -0.54; H 0.12; H 0.04; H 0.02; H 0.10; H 0.04; H 0.08; H 0.10; H 0.01; H 0.05; H 0.02; H 0.09; H 0.09; H 0.08; H 0.07; H 0.10; H 0.06; H 0.09; H 0.10; H 0.08; H 0.10; H 0.08; H 0.07; H 0.10; H 0.08; H 0.00; H 0.10; H 0.10; H 0.03; H 0.07; H 0.10; H 0.12; H 0.10; H 0.10; H 0.11; H 0.06; H 0.10; H 0.07; H 0.07; H 0.11; H 0.03; H 0.02; H -0.03; H 0.00; H 0.10; H 0.10; H 0.10; H 0.06; H 0.09; H 0.06; H 0.08; H 0.07; H 0.07; H 0.09; H 0.01; H 0.02; H 0.05; H 0.08; H 0.10

***

2.
Molecular formula: C34H60O30
Method: DFT, ωB97M-V with the def2-TZVPD basis set

Its HOMO energy is -9.573 eV. For the LUMO energy, the calculation gives -0.2 eV. As for the energy above the lowest of the compared OMol25 structures with the same formula, charge and spin: 8.333 eV.

The geometry in ORCA input format:
```
! RIJCOSX wB97M-V def2-TZVPD def2/J DEFGRID3
* xyz 0 1
O 0.161 4.699 2.818
O 2.046 -5.587 0.506
O -4.053 0.876 0.985
O -0.434 6.884 0.971
O 2.708 0.204 -2.669
O -0.818 1.355 -0.599
O 5.087 -2.177 1.195
O -0.895 0.327 -2.587
O 5.504 -0.776 -0.516
O 2.343 5.573 2.937
O -3.930 1.701 -1.080
O -0.240 -5.427 -5.752
O 1.635 -5.479 -1.859
O -1.682 5.492 -0.060
O 0.346 6.005 -1.152
O -1.693 -4.030 -4.523
O 2.345 -3.738 -0.480
O -3.126 -3.787 1.445
O -3.296 -4.777 -0.471
O 3.958 -0.256 1.069
O 2.698 0.095 -4.939
O -4.771 -5.372 1.212
O -0.212 -0.887 -0.660
O -3.554 -0.680 -0.880
O 1.656 3.930 1.315
O -1.416 0.205 3.791
O 0.419 -3.470 -4.496
O -0.763 -1.757 4.634
O 2.811 2.035 -3.833
O -0.661 0.085 5.811
C 4.314 -2.159 2.378
C -0.997 1.432 5.694
C -4.213 -0.257 1.847
C 3.457 -0.871 2.201
C 2.738 0.731 -3.883
C 2.826 1.144 -1.649
C -0.602 6.158 -0.060
C -2.802 2.122 3.855
C -1.439 1.559 4.195
C 2.245 -2.828 -1.562
C 2.619 2.426 -2.465
C 1.219 3.053 -2.226
C -0.941 -0.587 4.710
C -0.658 0.263 -1.295
C 2.898 3.948 0.698
C -0.568 1.370 0.841
C -0.138 5.302 4.031
C -2.313 -3.758 -0.686
C -2.126 -3.184 0.704
C -3.985 1.588 -2.521
C 1.389 4.748 2.343
C -3.873 0.586 -0.334
C 1.749 -3.679 -4.928
C -3.796 -4.716 0.819
C -0.835 -3.634 1.332
C 1.704 -6.954 0.573
C -2.745 -4.911 -4.785
C -0.649 -0.805 -3.380
C 1.953 -1.132 1.952
C 4.899 -1.071 0.525
C -1.869 4.440 -0.960
C 0.744 7.664 0.914
C -0.466 -4.299 -4.933
C 2.017 -4.929 -0.612
H -1.165 -1.699 -2.915
H -2.814 -5.033 -5.825
H -3.675 1.628 4.232
H -0.072 6.379 3.966
H 3.576 -0.137 2.996
H 0.576 4.800 4.703
H 0.376 -1.066 -3.549
H -4.890 2.084 -2.927
H -1.286 2.114 1.229
H -1.449 -4.298 -1.122
H -0.894 -3.560 2.357
H 2.989 4.699 -0.108
H 2.827 -3.178 -2.429
H 0.485 1.723 1.011
H 0.708 8.569 0.310
H -0.523 -4.600 1.171
H -3.921 0.627 -2.900
H 0.667 -7.193 0.621
H 0.885 7.972 1.926
H 2.127 -7.380 1.482
H -2.559 -5.844 -4.235
H 2.321 -2.913 -4.533
H 3.256 3.172 -2.156
H 2.024 -7.518 -0.358
H -2.248 -2.092 0.788
H 0.427 2.431 -2.651
H 1.432 -0.272 1.593
H 5.015 -2.207 3.165
H 3.807 1.125 -1.170
H 1.022 3.162 -1.189
H -1.585 3.470 -0.535
H 1.842 -1.786 1.039
H 1.197 -2.827 -1.803
H 2.233 1.138 -0.740
H -3.215 2.197 -2.891
H 1.218 4.042 -2.718
H -3.680 -4.449 -4.438
H -4.661 -1.211 1.449
H -2.805 3.126 4.260
H 1.649 7.081 0.597
H -0.628 2.057 3.605
H -2.950 4.368 -1.115
H 3.046 2.945 0.354
H -3.284 -0.523 2.308
H -0.581 0.388 1.298
H 1.397 -1.510 2.788
H -0.141 2.017 5.927
H 0.005 -3.014 1.099
H -1.675 1.631 6.466
H 1.907 -3.561 -6.067
H 2.565 -1.826 -1.255
H -1.159 -0.724 -4.287
H -2.893 2.210 2.796
H -1.473 4.660 -1.941
H -4.868 0.094 2.630
H 2.065 -4.628 -4.547
H 3.714 -3.052 2.463
H 3.691 4.142 1.353
H -1.194 5.124 4.334
H -2.689 -3.053 -1.376
*
```

Atomic partial charges in e from the Löwdin method, atoms 1 to 99: O -0.03; O 0.02; O -0.01; O 0.05; O 0.08; O -0.03; O 0.11; O 0.01; O 0.11; O -0.04; O -0.01; O -0.06; O -0.06; O 0.05; O -0.10; O -0.02; O 0.03; O 0.10; O 0.05; O 0.06; O 0.12; O 0.10; O -0.03; O -0.04; O -0.01; O 0.07; O 0.01; O 0.17; O 0.14; O 0.10; C -0.05; C -0.07; C -0.04; C -0.29; C -0.57; C -0.11; C -0.48; C 0.00; C -0.27; C 0.00; C -0.26; C 0.00; C -0.63; C -0.47; C -0.04; C 0.01; C -0.04; C -0.08; C -0.31; C 0.00; C -0.43; C -0.36; C -0.03; C -0.51; C 0.01; C -0.04; C -0.05; C -0.02; C 0.01; C -0.54; C -0.02; C -0.04; C -0.45; C -0.53; H 0.11; H 0.08; H 0.09; H 0.10; H 0.15; H 0.11; H 0.08; H 0.11; H 0.09; H 0.15; H 0.06; H 0.12; H 0.11; H 0.10; H 0.11; H 0.06; H 0.07; H 0.08; H 0.09; H 0.10; H 0.11; H 0.05; H 0.11; H 0.12; H 0.13; H 0.08; H 0.04; H 0.12; H 0.12; H 0.04; H 0.08; H 0.09; H 0.08; H 0.11; H 0.07